(1)
Here is a cluster of 6 separate species, C24H42N6 in total from the OMol25 dataset. Energies are from ωB97M-V/def2-TZVPD.

XYZ file:
```
72
Properties=species:S:1:pos:R:3:forces:R:3:lowdin_charge:R:1
C 4.853 7.097 -0.618 -0.5 -1.0 -1.7 -0.073
C 5.112 6.617 -2.130 1.5 0.2 1.0 -0.232
C 5.885 7.535 -3.095 -1.5 2.2 -0.2 -0.189
C 5.184 8.882 -3.308 0.0 -0.4 -0.1 -0.217
N 4.678 9.917 -3.423 0.5 -1.1 0.1 0.117
H 3.981 6.526 -0.297 -0.1 0.1 0.2 0.057
H 4.583 8.149 -0.523 0.2 0.0 -0.2 0.062
H 5.648 6.814 0.072 0.2 0.3 -0.3 0.062
H 4.253 6.197 -2.652 -0.3 0.5 0.3 0.103
H 5.818 5.786 -2.143 -0.2 -0.5 0.7 0.093
H 5.945 7.016 -4.052 0.1 0.2 -0.1 0.107
H 6.886 7.857 -2.808 0.1 -0.6 0.4 0.110
C -9.487 -2.466 4.340 1.0 1.7 1.0 -0.074
C -8.166 -1.791 4.883 0.8 0.4 -0.5 -0.247
C -6.923 -1.774 3.982 -0.3 -1.2 -1.4 -0.206
C -7.212 -1.227 2.639 -0.1 0.1 -0.5 -0.240
N -7.428 -0.875 1.560 0.1 -0.1 0.9 0.135
H -9.550 -3.551 4.256 0.5 0.1 0.1 0.071
H -9.790 -1.989 3.408 0.1 -0.1 -0.1 0.065
H -10.159 -2.099 5.116 -0.7 -0.5 -0.2 0.064
H -7.812 -2.163 5.844 -0.4 -0.4 0.0 0.102
H -8.264 -0.716 5.041 -1.1 0.0 0.3 0.102
H -6.660 -2.814 3.790 0.4 -0.1 -0.1 0.114
H -6.024 -1.277 4.348 -0.3 0.1 0.4 0.115
C 3.335 -5.456 -2.496 -1.2 -0.8 -0.3 -0.125
C 4.154 -5.813 -3.711 2.1 -0.3 0.8 -0.247
C 5.550 -5.096 -3.595 -1.0 0.5 -0.1 -0.196
C 6.282 -5.362 -2.352 1.3 -0.8 1.7 -0.230
N 6.839 -5.568 -1.344 -1.2 0.5 -2.2 0.133
H 3.587 -5.925 -1.545 1.4 0.6 0.1 0.079
H 2.400 -6.015 -2.534 -0.8 0.8 -0.7 0.071
H 3.231 -4.371 -2.481 -0.4 -0.2 0.6 0.084
H 3.755 -5.498 -4.675 -0.4 0.0 0.2 0.107
H 4.321 -6.890 -3.718 0.0 -0.1 -0.3 0.106
H 5.305 -4.035 -3.532 0.0 0.3 0.0 0.107
H 6.134 -5.157 -4.513 0.3 -0.5 0.3 0.111
C -0.407 -0.404 2.161 -0.1 -0.6 0.4 -0.119
C -0.978 0.861 1.580 0.5 0.7 -0.4 -0.264
C -0.066 1.598 0.524 -0.7 -1.2 0.3 -0.167
C 0.050 0.699 -0.666 0.3 -1.3 -3.4 -0.219
N 0.146 0.032 -1.645 -0.4 2.4 3.8 0.123
H 0.351 -0.886 1.543 0.1 0.1 0.1 0.074
H -1.214 -1.126 2.281 0.1 -0.1 0.1 0.074
H -0.036 -0.196 3.164 0.4 -0.3 -0.1 0.072
H -1.172 1.524 2.423 -0.1 0.3 -0.3 0.101
H -1.934 0.627 1.112 0.0 0.3 -0.2 0.107
H 0.950 1.818 0.851 0.0 -0.2 0.3 0.111
H -0.535 2.560 0.317 0.0 -0.2 -0.6 0.108
C -3.823 -1.261 10.492 -0.5 1.5 0.1 -0.100
C -2.635 -0.210 10.551 -1.3 -2.8 1.6 -0.256
C -1.927 -0.034 9.263 1.1 -0.6 -1.4 -0.207
C -1.584 -1.388 8.678 0.9 -2.1 -0.6 -0.208
N -1.282 -2.455 8.280 -1.0 3.2 1.1 0.132
H -3.548 -2.306 10.353 0.4 0.3 -0.1 0.068
H -4.546 -0.986 9.723 0.1 -0.1 -0.4 0.065
H -4.437 -1.200 11.390 0.3 0.0 0.3 0.062
H -1.935 -0.764 11.177 0.4 0.2 0.2 0.105
H -2.860 0.668 11.156 -0.3 0.3 -0.7 0.111
H -0.991 0.469 9.503 0.2 0.0 -0.4 0.114
H -2.404 0.519 8.454 -0.3 0.2 0.3 0.114
C 1.732 -0.793 -11.034 -0.4 0.2 -0.8 -0.114
C 2.140 -0.098 -9.753 0.7 -0.5 -0.5 -0.285
C 0.918 0.461 -9.072 -0.3 1.3 -0.7 -0.198
C 0.272 1.591 -9.838 -1.3 3.8 -1.9 -0.198
N -0.174 2.576 -10.357 2.0 -4.6 2.3 0.119
H 0.937 -1.524 -10.891 0.0 -0.1 0.4 0.075
H 2.501 -1.323 -11.596 0.3 0.3 0.2 0.074
H 1.275 -0.036 -11.671 0.1 0.0 -0.4 0.071
H 2.856 0.711 -9.893 0.0 0.0 -0.4 0.114
H 2.666 -0.808 -9.115 -0.3 0.0 0.4 0.108
H 1.278 0.959 -8.171 -0.7 -0.5 0.6 0.118
H 0.173 -0.332 -9.010 0.0 0.2 0.8 0.117
```
Positions in Å, forces in eV/Å.

SMILES: CCCC#N.CCCC#N.CCCC#N.CCCC#N.CCCC#N.CCCC#N
Kohn-Sham gap: 11.491 eV
relative energy (zero: lowest compared OMol25 entry of this formula, charge and spin): 3.064 eV
maximum force: 5.5 eV/Å
molar mass: 414.642 u

---

(2)
Here is a cluster of 6 separate species, C24H42N6 in total from the OMol25 dataset. Energies are from ωB97M-V/def2-TZVPD.

XYZ file:
```
72
Properties=species:S:1:pos:R:3:forces:R:3:lowdin_charge:R:1
C 5.436 -4.592 -0.299 0.4 -2.0 0.5 -0.122
C 4.249 -4.886 -1.161 -0.2 1.5 -0.5 -0.285
C 4.590 -4.677 -2.651 0.3 -1.3 -0.6 -0.179
C 5.269 -5.940 -3.163 1.8 -4.1 -1.5 -0.193
N 5.805 -6.967 -3.503 -2.7 5.3 1.8 0.115
H 5.942 -5.546 -0.446 1.4 0.4 0.2 0.074
H 5.129 -4.655 0.745 0.2 0.6 0.1 0.077
H 6.032 -3.714 -0.548 -0.2 -0.1 0.1 0.084
H 3.491 -4.189 -0.806 -0.7 -0.3 -0.7 0.102
H 3.965 -5.930 -1.035 -0.4 0.3 0.2 0.114
H 5.288 -3.877 -2.897 0.0 0.2 0.5 0.108
H 3.691 -4.444 -3.221 0.0 -0.5 -0.2 0.106
C 6.888 2.000 3.660 -1.6 -0.9 -1.6 -0.101
C 6.346 0.563 3.336 -0.8 1.2 -0.7 -0.209
C 4.776 0.540 2.952 1.2 -0.8 1.2 -0.172
C 4.331 1.359 1.854 1.1 -0.2 1.1 -0.275
N 3.934 2.069 1.065 -0.7 1.1 -1.6 0.140
H 6.788 2.542 2.719 0.6 0.2 -0.2 0.061
H 7.919 1.978 4.011 -0.3 0.2 0.2 0.071
H 6.134 2.527 4.246 0.5 -0.1 0.9 0.070
H 6.640 -0.081 4.165 -0.8 -0.3 -0.1 0.095
H 6.802 0.185 2.420 0.5 0.0 0.2 0.093
H 4.144 0.834 3.789 0.1 -0.2 0.2 0.118
H 4.504 -0.468 2.640 0.0 -0.2 0.4 0.109
C -1.797 5.916 -0.040 -0.6 -0.7 1.3 -0.094
C -1.258 5.136 1.198 0.7 0.2 -0.3 -0.238
C -2.276 4.607 2.245 -1.1 0.1 -0.7 -0.184
C -3.146 5.613 2.849 0.6 0.4 0.5 -0.254
N -3.859 6.375 3.324 -0.1 0.1 0.0 0.137
H -2.333 5.196 -0.658 -0.1 0.4 -0.3 0.068
H -1.045 6.469 -0.602 0.2 -0.5 0.1 0.071
H -2.481 6.677 0.337 -0.3 0.0 -0.2 0.064
H -0.511 5.796 1.640 -0.2 -0.1 0.6 0.102
H -0.664 4.282 0.873 -0.1 -0.1 -0.1 0.096
H -1.922 3.894 2.990 0.7 0.6 0.2 0.118
H -3.080 4.002 1.826 0.2 -0.4 -1.0 0.113
C -1.760 -0.571 -2.562 -0.2 0.8 0.2 -0.107
C -0.815 0.197 -1.650 1.4 -0.9 -0.4 -0.247
C 0.284 -0.783 -1.142 -0.5 -0.4 1.7 -0.189
C -0.147 -1.405 0.140 -0.9 -1.6 3.7 -0.228
N -0.478 -1.927 1.156 1.2 2.0 -3.9 0.116
H -1.421 -0.473 -3.593 -0.2 -0.3 0.0 0.076
H -2.728 -0.084 -2.444 -0.3 -0.5 -0.4 0.073
H -1.791 -1.613 -2.245 -0.3 0.0 -0.2 0.074
H -1.363 0.658 -0.828 0.4 0.0 0.1 0.107
H -0.239 0.940 -2.202 -0.5 0.4 0.0 0.103
H 1.255 -0.320 -0.970 -0.1 0.1 0.0 0.110
H 0.453 -1.686 -1.729 -0.1 0.4 -0.8 0.110
C -2.664 -0.818 8.450 1.2 -0.2 0.0 -0.117
C -2.392 -2.205 7.879 0.3 0.7 -1.3 -0.231
C -1.439 -2.143 6.583 -1.8 -0.9 1.0 -0.178
C -0.248 -1.335 6.643 -0.5 -0.5 0.2 -0.259
N 0.698 -0.700 6.667 0.9 0.7 0.1 0.143
H -3.295 -0.781 9.338 -0.1 -0.2 -0.2 0.072
H -3.019 -0.141 7.673 -0.2 0.0 0.1 0.078
H -1.665 -0.480 8.726 -0.1 0.6 0.3 0.065
H -3.334 -2.602 7.500 0.1 -0.5 0.1 0.097
H -1.916 -2.882 8.588 -0.3 0.1 0.1 0.103
H -2.043 -1.817 5.736 0.1 0.1 0.0 0.116
H -1.203 -3.194 6.414 0.4 0.1 -0.3 0.111
C -4.699 0.329 -8.243 0.5 0.1 0.0 -0.104
C -5.851 -0.051 -9.152 -0.4 0.2 -1.3 -0.257
C -7.176 0.710 -9.035 -0.6 -0.2 1.2 -0.208
C -7.178 2.161 -9.140 0.6 1.0 0.2 -0.239
N -7.230 3.305 -9.282 0.1 -0.7 0.1 0.138
H -3.982 0.980 -8.742 -0.4 0.6 0.2 0.075
H -4.056 -0.516 -7.995 -0.4 -0.4 0.0 0.067
H -5.048 0.730 -7.291 0.1 0.3 -0.1 0.077
H -6.046 -1.114 -9.016 -0.3 0.1 -0.2 0.107
H -5.663 0.139 -10.209 1.0 -0.5 -0.1 0.107
H -7.603 0.415 -8.076 -0.4 0.4 0.1 0.117
H -7.919 0.483 -9.799 0.2 -0.9 -0.1 0.120
```
Positions in Å, forces in eV/Å.

SMILES: CCCC#N.CCCC#N.CCCC#N.CCCC#N.CCCC#N.CCCC#N
Kohn-Sham gap: 11.418 eV
relative energy (zero: lowest compared OMol25 entry of this formula, charge and spin): 2.995 eV
maximum force: 6.2 eV/Å
molar mass: 414.642 u